Arrangement i

Density functional theory data (ωB97M-V with the def2-TZVPD basis set) for a molecular structure, C33H32AuN6O2SbSe.

CARTESIAN COORDINATES (ANGSTROEM)
Au (1.7443, 0.8151, -1.2771)
C (5.0144, 0.4837, -1.2111)
C (4.5248, 0.7584, 0.1645)
C (5.2899, 0.4221, 1.2806)
C (4.7727, 0.6259, 2.5453)
C (3.5296, 1.2292, 2.6859)
C (2.8489, 1.5666, 1.5311)
N (3.3281, 1.3148, 0.3353)
Sb (1.1097, 2.9205, 1.8197)
C (1.0130, 3.6242, -0.2665)
C (0.7881, 4.9886, -0.3747)
C (0.6511, 5.5533, -1.6332)
C (0.7197, 4.7296, -2.7415)
C (0.9627, 3.3724, -2.5711)
C (1.0241, 2.4466, -3.7366)
N (1.1187, 2.8558, -1.3436)
C (-0.7554, 1.7235, 1.7327)
C (-1.6594, 1.9576, 2.6989)
C (-2.8197, 1.1692, 3.0123)
C (-3.4791, 0.3545, 2.1807)
C (-1.7400, -0.2692, 0.4760)
C (-1.5468, -0.6795, -0.9994)
N (-0.7101, 0.7584, 0.7558)
H (6.0868, 0.6509, -1.2809)
H (4.5016, 1.1007, -1.9457)
H (4.8268, -0.5637, -1.4484)
H (6.2738, 0.0029, 1.1361)
H (5.3355, 0.3445, 3.4227)
H (3.1001, 1.4301, 3.6585)
H (0.7343, 5.5995, 0.5140)
H (0.4893, 6.6146, -1.7440)
H (0.5877, 5.1258, -3.7355)
H (1.0492, 2.9994, -4.6706)
H (0.1414, 1.8059, -3.7459)
H (1.9078, 1.8116, -3.6794)
H (-1.4648, 2.7951, 3.3595)
H (-3.1654, 1.2627, 4.0327)
H (-4.3298, -0.1949, 2.5557)
H (-2.2883, -0.2103, -1.6370)
H (-1.6206, -1.7585, -1.1161)
H (-0.5609, -0.3585, -1.3339)
Se (3.0305, -2.8999, 1.3992)
N (2.1302, -4.0186, 0.4460)
C (1.7410, -3.4264, -0.6869)
C (0.9955, -3.9744, -1.7377)
C (0.7008, -3.1494, -2.8021)
C (1.0942, -1.8097, -2.7877)
N (1.7921, -1.2560, -1.8047)
C (2.1587, -2.0532, -0.7863)
N (2.9017, -1.6179, 0.2259)
H (0.6682, -5.0002, -1.6938)
H (0.1410, -3.5192, -3.6462)
H (0.8108, -1.1523, -3.5960)
C (-5.1352, -3.0195, -0.3937)
C (-4.1101, -2.1676, 0.2990)
C (-4.1205, -0.8217, 0.1090)
C (-3.1928, 0.2045, 0.7069)
C (-3.4594, 1.5537, 0.0084)
C (-1.2819, -1.4022, 1.3773)
C (-1.9998, -2.5431, 1.7199)
C (-1.4045, -3.5439, 2.6592)
C (-3.2390, -2.8734, 1.1699)
C (0.0973, -1.1674, 1.6607)
O (0.9326, -1.7672, 2.3097)
O (0.4835, 0.0025, 0.9923)
H (-5.7793, -2.4324, -1.0392)
H (-5.7574, -3.5425, 0.3295)
H (-4.6379, -3.7738, -1.0007)
H (-4.9033, -0.4149, -0.5146)
H (-4.4262, 1.9395, 0.3222)
H (-3.4842, 1.4356, -1.0714)
H (-2.7032, 2.2937, 0.2549)
H (-0.3202, -3.5058, 2.6727)
H (-1.7261, -4.5526, 2.4127)
H (-1.7482, -3.3312, 3.6726)
H (-3.5801, -3.8724, 1.4103)

HOMO-LUMO gap = 3.7 eV
LUMO level = -0.3326 Eh
multiplicity = 1
total charge = +2

***

Arrangement ii

Density functional theory data (ωB97M-V with the def2-TZVPD basis set) for a molecular structure, C33H32AuN6O2SbSe.

CARTESIAN COORDINATES (ANGSTROEM)
Au (0.0997, 1.5851, 0.0765)
C (-0.5541, -2.0600, -1.7564)
C (-1.6190, -1.8852, -0.7182)
C (-2.5259, -2.9270, -0.4823)
C (-3.5391, -2.7648, 0.4329)
C (-3.6187, -1.5568, 1.1241)
C (-2.6718, -0.5854, 0.8567)
N (-1.6981, -0.7297, -0.0524)
Sb (-2.8433, 1.1712, 2.0664)
C (-0.8245, 1.3831, 2.8269)
C (-0.7014, 1.3188, 4.2000)
C (0.5203, 1.6131, 4.7982)
C (1.5677, 2.0401, 4.0120)
C (1.4221, 2.1196, 2.6315)
C (2.5010, 2.6713, 1.7624)
N (0.2497, 1.7387, 2.0815)
C (-2.5359, 2.7158, 0.5587)
C (-3.6367, 3.4913, 0.2500)
C (-3.4845, 4.6310, -0.5311)
C (-2.2199, 5.0052, -0.9310)
C (-1.1221, 4.2142, -0.6138)
C (0.2589, 4.6690, -0.9652)
N (-1.3117, 3.0716, 0.0867)
H (-0.1596, -3.0755, -1.7241)
H (-0.9787, -1.9114, -2.7533)
H (0.2664, -1.3623, -1.6022)
H (-2.4162, -3.8530, -1.0319)
H (-4.2500, -3.5582, 0.6228)
H (-4.3910, -1.3938, 1.8658)
H (-1.5532, 1.0375, 4.8048)
H (0.6344, 1.5435, 5.8722)
H (2.5113, 2.3342, 4.4489)
H (3.2992, 3.0796, 2.3769)
H (2.9235, 1.8923, 1.1253)
H (2.1059, 3.4699, 1.1334)
H (-4.6129, 3.2122, 0.6245)
H (-4.3429, 5.2365, -0.7917)
H (-2.0592, 5.9202, -1.4846)
H (0.2388, 5.2980, -1.8533)
H (0.6468, 5.2773, -0.1438)
H (0.9535, 3.8501, -1.1322)
Se (3.3839, 1.9379, -3.5582)
N (2.2217, 1.4097, -4.7600)
C (1.0609, 1.2726, -4.1352)
C (-0.1636, 0.8949, -4.7464)
C (-1.2742, 0.8349, -3.9597)
C (-1.1796, 1.0989, -2.5739)
N (-0.0625, 1.4455, -1.9724)
C (1.0837, 1.5678, -2.7313)
N (2.2286, 1.9633, -2.2225)
H (-0.1912, 0.6741, -5.8057)
H (-2.2389, 0.5656, -4.3652)
H (-2.0548, 1.0059, -1.9427)
C (0.9676, -6.2668, -0.1155)
C (1.2355, -4.8089, 0.1391)
C (0.5477, -4.1199, 1.1317)
C (0.8121, -2.7823, 1.4092)
C (0.0935, -2.0811, 2.5302)
C (1.7606, -2.1198, 0.6316)
C (2.5112, -2.7968, -0.3332)
C (3.6129, -2.0913, -1.0777)
C (2.2235, -4.1331, -0.5750)
C (2.0006, -0.6503, 0.8335)
O (2.7352, -0.2091, 1.6850)
O (1.4182, 0.1345, -0.0934)
H (-0.0414, -6.5458, 0.1855)
H (1.6624, -6.8845, 0.4569)
H (1.1013, -6.5191, -1.1671)
H (-0.1938, -4.6441, 1.7261)
H (-0.3431, -2.8033, 3.2191)
H (-0.7178, -1.4587, 2.1460)
H (0.7761, -1.4424, 3.0935)
H (3.2489, -1.1797, -1.5614)
H (4.0453, -2.7339, -1.8419)
H (4.4082, -1.7968, -0.3902)
H (2.7922, -4.6653, -1.3301)

HOMO-LUMO gap = 6.1 eV
LUMO level = -0.2549 Eh
multiplicity = 1
total charge = +2

***

Least stable structure: arrangement i

***

Arrangement i

Density functional theory data (ωB97M-V with the def2-TZVPD basis set) for 2 unconnected molecules or ions with the total composition C5H14OS.

CARTESIAN COORDINATES (ANGSTROEM)
C (-2.6344, 1.2969, 0.9844)
C (-1.9924, 0.9659, -0.3662)
C (-1.5492, -0.4841, -0.4860)
C (-0.1344, -0.6417, 0.0694)
S (1.1423, -0.0082, -1.1381)
C (2.2633, -1.4736, -1.3077)
H (-3.6087, 0.8657, 1.1991)
H (-1.9126, 1.0242, 1.7512)
H (-2.8242, 2.3729, 1.0669)
H (-1.2428, 1.6918, -0.7232)
H (-2.7055, 1.2870, -1.1330)
H (-1.5721, -0.7781, -1.5411)
H (-2.2032, -1.1964, 0.0232)
H (-0.0655, -0.0254, 0.9581)
H (0.1479, -1.6298, 0.4313)
H (2.4943, -2.0276, -0.4126)
H (3.1438, -1.1199, -1.8369)
H (1.6724, -2.0875, -1.9881)
O (1.3810, 0.3880, 2.7874)
H (2.3123, 0.3371, 2.5197)
H (1.0860, 1.0946, 2.2364)

HOMO-LUMO gap = 9.2 eV
SMILES = CCCCSC.O
LUMO level = 0.0282 Eh
multiplicity = 1

***

Arrangement ii

Density functional theory data (ωB97M-V with the def2-TZVPD basis set) for 2 unconnected molecules or ions with the total composition C5H14OS.

CARTESIAN COORDINATES (ANGSTROEM)
C (-0.0058, -3.1385, 0.5180)
C (-0.1935, -1.6273, 0.9916)
C (-1.1946, -0.8861, 0.2170)
C (-0.7510, -0.0924, -1.0637)
S (0.5641, 1.1904, -1.0454)
C (0.1402, 2.0965, 0.5070)
H (-0.9288, -3.4813, -0.0453)
H (0.8311, -3.3822, -0.0668)
H (-0.1436, -3.7337, 1.4890)
H (0.8129, -1.0744, 0.7212)
H (-0.4310, -1.7249, 2.1018)
H (-1.7349, -0.2139, 1.0278)
H (-1.9824, -1.4755, -0.3154)
H (-0.3472, -0.8032, -1.7397)
H (-1.6321, 0.4254, -1.4525)
H (0.2929, 3.2310, 0.6890)
H (0.8378, 1.7383, 1.3333)
H (-0.9330, 1.8917, 0.6234)
O (2.5608, 3.6396, -1.2243)
H (2.2213, 4.4580, -1.6213)
H (2.0165, 2.9623, -1.6445)

HOMO-LUMO gap = 9.5 eV
SMILES = CCCCSC.O
LUMO level = 0.0304 Eh
multiplicity = 1

***

Least stable structure: arrangement ii

***

Arrangement i

Density functional theory data (ωB97M-V with the def2-TZVPD basis set) for CH4N2OS in the gas phase.

CARTESIAN COORDINATES (ANGSTROEM)
C (1.2958, -1.2162, 0.0970)
N (0.4146, -0.3310, -0.0122)
O (0.7575, 0.8547, 0.3865)
S (-0.6565, 1.9878, 0.2004)
N (-1.8504, 0.9006, -0.2703)
H (2.3713, -0.8690, 0.5511)
H (1.2580, -2.0834, -0.5190)
H (-2.1815, 0.3261, 0.6762)
H (-1.4089, 0.4304, -1.1098)

HOMO-LUMO gap = 9.4 eV
SMILES = C=NOSN
LUMO level = 0.0251 Eh
multiplicity = 1

***

Arrangement ii

Density functional theory data (ωB97M-V with the def2-TZVPD basis set) for a molecular structure, CH4N2OS.

CARTESIAN COORDINATES (ANGSTROEM)
C (-0.7620, -0.2030, -0.0427)
H (-0.0213, 1.2245, 1.5752)
H (-1.3725, 1.6340, 0.2630)
H (0.5220, -1.9284, -0.0835)
H (1.5677, 0.1730, -1.6147)
N (-0.6282, 1.1551, -0.1401)
N (0.4335, -0.9253, 0.7014)
O (-1.7226, -0.9546, -0.4413)
S (1.9834, -0.1752, -0.2174)

HOMO-LUMO gap = 7.6 eV
LUMO level = -0.0723 Eh
multiplicity = 1

***

Arrangement iii

Density functional theory data (ωB97M-V with the def2-TZVPD basis set) for 2 unconnected molecules or ions with the total composition CH4N2OS.

CARTESIAN COORDINATES (ANGSTROEM)
C (-2.2779, 0.5480, 1.1098)
N (0.9541, -0.0407, -1.1192)
N (0.6256, -0.6206, 0.1101)
O (0.1459, 0.2937, 1.1975)
S (-2.6267, -0.2785, -0.1343)
H (1.0325, 0.4795, 1.6446)
H (0.3666, 0.6924, -1.4274)
H (1.9150, 0.1669, -1.2320)
H (-0.1350, -1.2408, -0.1490)

HOMO-LUMO gap = 9.9 eV
LUMO level = 0.0062 Eh
multiplicity = 1

***

Arrangement iv

Density functional theory data (ωB97M-V with the def2-TZVPD basis set) for CH4N2OS in the gas phase.

CARTESIAN COORDINATES (ANGSTROEM)
O (-2.0078, -0.3573, 0.1859)
N (-0.7290, -0.4169, -0.3221)
C (-0.0886, 0.7852, -0.0863)
N (1.1205, 0.9725, -0.0412)
S (2.0942, -0.5304, -0.0494)
H (-2.5633, -0.8763, -0.4149)
H (-0.2905, -1.2047, 0.2867)
H (-0.7345, 1.6249, -0.0148)
H (3.1988, 0.0029, 0.4560)

HOMO-LUMO gap = 9.8 eV
SMILES = ON/C=N\S
LUMO level = 0.0274 Eh
multiplicity = 1

***

Least stable structure: arrangement ii

***

Arrangement i

Density functional theory data (ωB97M-V with the def2-TZVPD basis set) for 2 unconnected molecules or ions with the total composition C3H9NO2S2.

CARTESIAN COORDINATES (ANGSTROEM)
O (-1.0749, -1.5228, -3.1156)
C (-0.7543, -0.6982, -2.3271)
N (-0.2638, -1.0432, -1.0353)
C (-0.2106, -0.1475, 0.1558)
C (1.0291, -0.4848, 0.9517)
S (1.0382, 0.2874, 2.5816)
S (2.7936, -0.2051, 3.2948)
H (-0.6754, 0.3765, -2.4983)
H (-0.2757, -1.9911, -0.7959)
H (-0.2135, 0.9203, -0.1102)
H (-1.1411, -0.2497, 0.6741)
H (1.9320, -0.1590, 0.3536)
H (1.0275, -1.6838, 1.0173)
H (3.7233, 0.6417, 2.8536)
O (-2.0934, 2.0634, -0.3025)
H (-2.4012, 1.2812, -0.6759)
H (-2.4398, 2.6148, -1.0216)

HOMO-LUMO gap = 9.7 eV
SMILES = O=CNCCSS.O
LUMO level = 0.0157 Eh
multiplicity = 1

***

Arrangement ii

Density functional theory data (ωB97M-V with the def2-TZVPD basis set) for 2 unconnected molecules or ions with the total composition C3H9NO2S2.

CARTESIAN COORDINATES (ANGSTROEM)
N (0.8634, 0.0753, -0.4593)
C (-0.3648, -0.3987, 0.1164)
C (-1.2749, 0.7435, 0.5399)
O (-0.8138, 1.8205, 0.8020)
C (-0.1612, -1.5122, 1.1900)
S (0.6239, -3.0365, 0.4708)
S (-0.2683, -3.3559, -1.3178)
H (1.1132, 1.0321, -0.2584)
H (1.6415, -0.5577, -0.3409)
H (-0.9702, -0.9977, -0.5948)
H (-2.3405, 0.4975, 0.7932)
H (-1.0044, -1.9214, 1.7721)
H (0.6105, -1.1552, 1.8712)
H (0.6855, -2.8115, -2.0380)
O (0.9712, 3.8001, -0.9969)
H (0.5610, 3.7814, -0.1163)
H (0.1281, 3.9962, -1.4334)

HOMO-LUMO gap = 9.7 eV
SMILES = N[C@H](C=O)CSS.O
LUMO level = 0.0157 Eh
multiplicity = 1

***

Least stable structure: arrangement ii

***

Arrangement i

Density functional theory data (ωB97M-V with the def2-TZVPD basis set) for a molecular structure, C3H4S.

CARTESIAN COORDINATES (ANGSTROEM)
C (0.6382, 0.1457, 1.0737)
C (-1.2190, 0.9097, 0.6999)
C (1.2796, -0.2267, -0.1670)
S (-2.0234, -0.3444, 0.0133)
H (0.6565, -0.4851, -1.0256)
H (2.0259, -1.0015, 0.0334)
H (1.8344, 0.6915, -0.4030)
H (-3.1920, 0.3108, -0.2247)

HOMO-LUMO gap (spin up / spin down) = 7.6 / 7.6 eV
LUMO level (spin up / spin down) = -0.0187 / -0.0187 Eh
multiplicity = 1

***

Arrangement ii

Density functional theory data (ωB97M-V with the def2-TZVPD basis set) for 2 unconnected molecules or ions with the total composition C3H4S.

CARTESIAN COORDINATES (ANGSTROEM)
C (-1.9278, 0.0195, -0.3516)
C (-1.9102, -0.0749, -1.5617)
H (-1.8207, -0.0222, 0.6950)
H (-1.9537, -0.0010, -2.5945)
C (2.0123, -0.0045, 0.9699)
S (0.7053, 0.5245, 0.1492)
H (2.6327, -0.9024, 0.7461)
H (2.2623, 0.4609, 1.9475)

HOMO-LUMO gap = 8.3 eV
SMILES = C#C.C=S
LUMO level = -0.0150 Eh
multiplicity = 1

***

Least stable structure: arrangement i

***

Arrangement i

Density functional theory data (ωB97M-V with the def2-TZVPD basis set) for C6H6 in the gas phase.

CARTESIAN COORDINATES (ANGSTROEM)
C (-0.0009, -0.6357, 2.9957)
C (0.2559, -0.1618, 1.9198)
C (0.5130, 0.3752, 0.5820)
C (-0.6224, -0.0071, -0.4413)
C (-0.3514, 0.4853, -1.7615)
C (-0.1375, 0.4847, -2.9442)
H (-0.2228, -1.0680, 3.9452)
H (1.4750, 0.0148, 0.2101)
H (0.6443, 1.4756, 0.6818)
H (-0.6762, -1.0706, -0.9943)
H (-1.5538, 0.4483, -0.0339)
H (0.0806, 0.8839, -3.8920)

HOMO-LUMO gap = 10.7 eV
SMILES = C#CCCC#C
LUMO level = 0.0317 Eh
multiplicity = 1

***

Arrangement ii

Density functional theory data (ωB97M-V with the def2-TZVPD basis set) for C6H6 in the gas phase.

CARTESIAN COORDINATES (ANGSTROEM)
C (-1.3291, 0.8321, -0.3740)
C (-0.8717, -0.4578, 0.2847)
C (0.0487, -1.8921, -0.9988)
C (0.5470, -0.9588, -0.2537)
C (1.7708, -0.3498, 0.1290)
C (2.7897, 0.1941, 0.4755)
H (-2.1877, 1.2702, 0.1468)
H (-0.5211, 1.5627, -0.3615)
H (-1.6151, 0.6575, -1.4119)
H (-1.6687, -1.2140, 0.2428)
H (-0.6570, -0.3208, 1.3416)
H (3.6941, 0.6767, 0.7798)

HOMO-LUMO gap = 9.9 eV
LUMO level = 0.0141 Eh
multiplicity = 1

***

Least stable structure: arrangement ii

***

Arrangement i

Density functional theory data (ωB97M-V with the def2-TZVPD basis set) for C6H6 in the gas phase.

CARTESIAN COORDINATES (ANGSTROEM)
C (2.0816, -0.7879, 0.0941)
C (0.9474, -0.6100, 0.4649)
C (-0.4411, -0.1997, 0.4027)
C (-1.2157, -1.0563, -0.6552)
C (0.0500, 1.2401, 0.3006)
C (0.3679, 2.3923, 0.4720)
H (2.9648, -0.3493, -0.3032)
H (-1.0366, -0.1592, 1.3183)
H (-0.5505, -1.4027, -1.4523)
H (-1.6046, -1.9643, -0.1625)
H (-2.0752, -0.5458, -1.0944)
H (0.5120, 3.4427, 0.6149)

HOMO-LUMO gap = 10.2 eV
SMILES = C#CC(C)C#C
LUMO level = 0.0360 Eh
multiplicity = 1

***

Arrangement ii

Density functional theory data (ωB97M-V with the def2-TZVPD basis set) for a molecular structure, C6H6.

CARTESIAN COORDINATES (ANGSTROEM)
C (-1.3573, -0.5527, 0.6567)
C (-1.1099, -0.9133, -0.7725)
C (-1.0908, 0.8642, 0.4486)
C (-1.0334, 0.5798, -0.9953)
C (0.0225, -0.0743, -0.0621)
C (1.8398, -0.4202, -0.0575)
H (-1.6941, -0.9401, 1.6130)
H (-1.0915, 1.7466, 1.0681)
H (-0.7775, 1.2244, -1.8216)
H (2.2382, 0.2992, 0.7215)
H (2.1005, -0.3556, -1.1212)
H (1.9535, -1.4581, 0.3222)

HOMO-LUMO gap = 8.9 eV
LUMO level = 0.0329 Eh
multiplicity = 1

***

Least stable structure: arrangement ii

***

Arrangement i

Density functional theory data (ωB97M-V with the def2-TZVPD basis set) for C6H6 in the gas phase.

CARTESIAN COORDINATES (ANGSTROEM)
C (-2.7000, -1.2816, -0.9648)
C (-2.1038, -0.2598, -0.7559)
C (-1.4389, 0.5704, 0.2541)
C (0.0146, 0.4684, 0.1962)
C (1.2058, 0.3107, 0.1674)
C (2.6587, 0.1996, 0.1337)
H (-3.1769, -2.2176, -0.8422)
H (-1.7970, 1.5999, 0.2731)
H (-1.7857, 0.0853, 1.1742)
H (2.9706, -0.6672, -0.4551)
H (3.0869, 1.0953, -0.3258)
H (3.0657, 0.0965, 1.1452)

HOMO-LUMO gap = 10.4 eV
SMILES = C#CCC#CC
LUMO level = 0.0321 Eh
multiplicity = 1

***

Arrangement ii

Density functional theory data (ωB97M-V with the def2-TZVPD basis set) for C6H6 in the gas phase.

CARTESIAN COORDINATES (ANGSTROEM)
C (-0.3968, 1.9373, -0.8217)
C (-0.4956, 0.9263, -0.1750)
C (-0.3403, -0.3156, 0.4603)
C (1.1619, 0.5558, 1.0289)
C (-0.5588, -1.4663, -0.4825)
C (-0.8609, -2.3411, -1.2685)
H (-0.7640, 2.4835, -1.6392)
H (-0.9821, -0.4885, 1.3396)
H (1.9691, 0.8126, 0.3209)
H (1.0193, 1.4820, 1.6473)
H (1.2924, -0.3790, 1.5302)
H (-1.0635, -3.1212, -1.9911)

HOMO-LUMO gap = 9.3 eV
SMILES = C#CC(C)C#C
LUMO level = 0.0316 Eh
multiplicity = 1

***

Least stable structure: arrangement ii